Formula: C39H111N9O12
Source: the OMol25 dataset
Level of theory: ωB97M-V/def2-TZVPD

Atoms and positions in Å:
C -4.61 -2.93 1.68
O -3.83 -2.73 0.52
H -4.55 -2.10 2.39
H -5.65 -3.01 1.39
H -4.32 -3.85 2.21
H -2.89 -2.71 0.75
C 0.34 2.23 3.72
O 1.45 3.09 3.42
H 0.60 1.18 3.59
H 0.11 2.41 4.77
H -0.48 2.47 3.06
H 2.09 2.94 4.13
C 1.98 -3.70 3.02
O 0.64 -4.08 3.32
H 2.53 -4.56 2.62
H 1.91 -2.93 2.25
H 2.54 -3.30 3.87
H 0.64 -4.84 3.90
C 1.02 -4.40 -0.65
C -0.45 -4.64 -0.34
C -0.73 -6.02 0.26
O -0.29 -6.94 -0.73
C -0.54 -8.28 -0.42
N -0.84 -3.59 0.67
H 1.31 -3.35 -0.58
H 1.28 -4.71 -1.67
H 1.57 -5.04 0.05
H -1.10 -4.49 -1.20
H -1.82 -6.06 0.40
H -0.23 -6.23 1.21
H -0.12 -8.54 0.55
H -0.09 -8.86 -1.24
H -1.55 -8.71 -0.38
H -0.45 -2.71 0.34
H -0.36 -3.89 1.52
C -0.07 5.16 -2.29
C 1.00 4.62 -3.24
C 0.75 3.23 -3.82
O 1.96 2.82 -4.42
C 1.78 1.63 -5.15
N 1.16 5.58 -4.37
H -0.28 4.46 -1.48
H -1.01 5.33 -2.82
H 0.30 6.12 -1.94
H 1.98 4.53 -2.75
H -0.16 3.33 -4.42
H 0.52 2.57 -2.97
H 1.31 0.82 -4.58
H 2.76 1.27 -5.46
H 1.17 1.69 -6.06
H 1.92 5.20 -4.92
H 1.45 6.47 -3.99
C 0.20 0.26 -2.85
C -0.70 -0.71 -2.11
C -0.78 -0.42 -0.64
O 0.39 -0.92 0.03
C 0.82 0.03 0.98
N -2.05 -0.64 -2.64
H 0.23 0.08 -3.93
H 1.22 0.16 -2.47
H -0.11 1.29 -2.65
H -0.25 -1.70 -2.28
H -1.69 -0.82 -0.17
H -0.84 0.66 -0.47
H 1.04 1.03 0.60
H 1.81 -0.28 1.31
H 0.13 0.21 1.81
H -2.03 -0.75 -3.66
H -2.67 -1.41 -2.41
C -3.11 -5.35 -3.02
C -3.44 -4.02 -3.75
C -2.49 -3.83 -4.93
O -1.16 -3.86 -4.43
C -0.21 -3.21 -5.22
N -4.84 -4.18 -4.10
H -3.15 -6.14 -3.76
H -3.77 -5.58 -2.18
H -2.07 -5.37 -2.68
H -3.31 -3.15 -3.09
H -2.69 -2.88 -5.44
H -2.54 -4.69 -5.60
H -0.53 -2.18 -5.40
H 0.01 -3.74 -6.15
H 0.76 -3.22 -4.71
H -5.33 -4.51 -3.27
H -5.32 -3.33 -4.36
C -4.44 3.03 -5.20
C -3.80 1.91 -4.42
C -3.14 0.82 -5.27
O -2.01 1.36 -5.93
C -1.77 0.84 -7.22
N -2.82 2.48 -3.44
H -4.88 3.87 -4.67
H -5.22 2.64 -5.87
H -3.73 3.40 -5.96
H -4.58 1.52 -3.77
H -3.86 0.27 -5.89
H -2.77 0.06 -4.57
H -0.98 1.47 -7.63
H -2.68 0.93 -7.83
H -1.52 -0.22 -7.24
H -2.52 1.63 -2.98
H -2.06 2.85 -4.01
C 3.86 0.53 3.77
C 4.14 1.11 5.12
C 5.54 0.80 5.65
O 5.65 1.34 6.95
C 6.98 1.40 7.41
N 3.96 2.59 5.02
H 2.91 0.86 3.34
H 4.06 -0.55 3.77
H 4.52 0.84 2.95
H 3.42 0.75 5.86
H 6.23 1.25 4.93
H 5.81 -0.26 5.66
H 7.76 1.39 6.64
H 7.21 0.46 7.93
H 7.12 2.25 8.07
H 4.57 2.85 4.24
H 4.40 3.00 5.84
C 1.35 -1.95 6.87
C 0.08 -1.26 6.45
C -0.13 -1.36 4.92
O -0.97 -0.33 4.47
C -2.28 -0.74 4.14
N -1.09 -1.67 7.24
H 1.46 -1.99 7.95
H 2.26 -1.57 6.41
H 1.28 -3.01 6.56
H 0.23 -0.19 6.64
H -0.46 -2.37 4.65
H 0.84 -1.25 4.44
H -2.23 -1.72 3.65
H -2.82 -0.07 3.48
H -2.91 -0.93 5.02
H -1.52 -2.50 6.83
H -0.81 -2.07 8.13
C -1.50 6.47 2.12
C -2.78 5.75 1.74
C -2.55 4.26 1.41
O -3.76 3.57 1.37
C -3.56 2.16 1.40
N -3.81 5.87 2.81
H -1.61 7.45 2.57
H -0.80 6.35 1.29
H -1.07 5.88 2.93
H -3.33 6.19 0.90
H -1.85 3.82 2.13
H -2.00 4.24 0.46
H -4.38 1.63 1.89
H -2.66 1.91 1.97
H -3.34 1.88 0.37
H -4.51 5.20 2.51
H -4.16 6.80 2.91
C 4.16 -0.54 -2.07
C 4.02 0.97 -2.02
C 3.77 1.64 -0.69
O 3.59 3.02 -0.85
C 3.11 3.65 0.30
N 5.21 1.58 -2.67
H 4.81 -0.83 -1.23
H 4.69 -0.81 -2.97
H 3.27 -1.16 -1.99
H 3.17 1.27 -2.65
H 4.61 1.38 -0.03
H 2.86 1.26 -0.20
H 3.31 4.72 0.41
H 3.57 3.25 1.21
H 2.04 3.48 0.44
H 4.91 2.49 -3.03
H 5.78 1.95 -1.90

Total energy: -2947.87949 Ha
Energy relative to the best compared isomer or geometry (same formula, charge and spin): 386.2 kJ/mol
E_LUMO: 0.2213 eV
Kohn-Sham gap: 8.70 eV
Spin multiplicity: 1